{
  "formula": "C3H5NOS",
  "method": "ωB97M-V with the def2-TZVPD basis set",
  "symbols": ["C", "C", "C", "S", "N", "O", "H", "H", "H", "H", "H"],
  "xyz": [[0.29847, -1.67169, 0.75933], [0.72497, -0.40619, 0.88806], [0.37241, 0.65467, -0.10633], [1.44738, 1.84779, -0.54890], [-0.86809, 0.61850, -0.58491], [-1.42748, 1.50147, -1.48226], [0.55873, -2.47070, 1.45776], [-0.27723, -2.02411, -0.11451], [1.29108, -0.09032, 1.76123], [-1.50392, -0.05841, -0.36940], [-0.61633, 2.09900, -1.66006]],
  "forces_ev_per_a": [[0.2, 0.0, -0.4], [-1.0, -0.8, -0.2], [0.0, 0.5, 0.0], [-0.3, -0.1, -0.1], [1.5, 1.3, -0.3], [2.2, 1.0, -0.1], [0.0, 0.5, 0.0], [0.3, 0.4, 0.4], [0.1, 0.0, -0.4], [-1.8, -2.1, 0.9], [-1.2, -0.6, 0.1]],
  "lowdin_charge": [0.020, -0.173, -0.812, 0.647, -0.070, -0.022, 0.063, 0.072, 0.101, 0.110, 0.064],
  "gap_ha": 0.331,
  "spin_multiplicity": 1,
  "relative_energy_ev": 2.774,
  "smiles": "C=CC(=S)NO",
  "energy_ha": -645.4097
}

=====

{
  "formula": "C8H18OSi",
  "method": "ωB97M-V with the def2-TZVPD basis set",
  "symbols": ["C", "C", "C", "C", "C", "O", "Si", "C", "C", "C", "H", "H", "H", "H", "H", "H", "H", "H", "H", "H", "H", "H", "H", "H", "H", "H", "H", "H"],
  "xyz": [[0.17182, -0.17280, 2.33331], [0.15024, -0.71230, 1.11095], [-0.09179, -0.05691, -0.14406], [-0.38874, -0.88421, -1.31986], [-0.37921, -2.36295, -1.24794], [-1.53544, 0.83994, 0.15616], [-2.97573, 0.27258, 0.35922], [0.90853, 1.11979, -0.52588], [2.33753, 0.58493, -0.81521], [1.20888, 2.14571, 0.67474], [0.31998, -0.73138, 3.30424], [-0.07165, 0.88996, 2.47984], [0.52942, -1.81385, 0.95171], [0.27042, -0.51315, -2.09700], [-1.45131, -0.58880, -1.67012], [-1.25255, -2.76962, -0.81133], [-0.36455, -2.94481, -2.05814], [0.30831, -2.70955, -0.52683], [-3.75511, 1.44781, 0.03367], [-2.87971, -0.31048, 1.61725], [-3.24113, -0.61940, -0.70745], [0.36905, 1.59708, -1.33390], [2.69295, 0.23881, 0.24828], [3.01381, 1.26521, -1.23135], [2.19318, -0.25393, -1.54657], [0.41397, 2.97154, 0.79344], [2.18966, 2.51651, 0.41573], [1.30917, 1.55427, 1.55709]],
  "forces_ev_per_a": [[-0.6, -0.2, 1.0], [2.0, -3.1, 1.5], [-2.1, 3.9, 0.8], [-2.3, 0.7, -2.7], [-0.4, 0.8, 3.5], [5.9, 0.4, -1.3], [-0.7, 0.6, -0.9], [0.2, 0.6, 2.3], [-2.3, -2.9, 1.4], [-2.0, 0.3, -2.0], [0.1, 0.4, -1.5], [-0.3, -0.8, -0.1], [-1.0, 2.2, 0.9], [0.0, -0.2, -0.4], [1.8, -0.2, 0.3], [-1.6, 0.1, 0.9], [0.9, -1.5, -3.9], [1.5, -0.6, 0.2], [-0.9, 0.4, 0.5], [-1.0, -1.0, 1.9], [-0.7, -1.4, -0.8], [0.3, 0.3, -0.4], [-0.2, 0.2, -2.3], [0.8, 1.3, -0.5], [0.8, 0.3, 0.8], [1.3, -1.3, -0.1], [0.1, 0.8, 0.2], [0.2, 0.1, 0.5]],
  "lowdin_charge": [0.026, -0.142, -0.337, -0.217, -0.081, -0.376, 0.479, -0.300, -0.062, -0.062, 0.089, 0.068, 0.140, 0.105, 0.118, 0.078, 0.042, 0.049, -0.053, -0.068, -0.071, 0.131, 0.126, 0.050, 0.082, 0.111, 0.057, 0.017],
  "gap_ha": 0.391,
  "spin_multiplicity": 1,
  "relative_energy_ev": 3.360,
  "smiles": "C=C[C@@](CC)(O[SiH3])C(C)C",
  "energy_ha": -680.2231
}

=====

{
  "formula": "C4H10O",
  "method": "ωB97M-V with the def2-TZVPD basis set",
  "symbols": ["C", "C", "O", "C", "C", "H", "H", "H", "H", "H", "H", "H", "H", "H", "H"],
  "xyz": [[-0.00783, -2.08148, -1.03562], [-0.31917, -0.82651, -0.72100], [0.62039, 0.06128, -0.32076], [0.15962, 1.33367, 0.11315], [1.35397, 2.01530, 0.74697], [1.02228, -2.41604, -0.98461], [-0.77213, -2.77925, -1.36056], [-1.33819, -0.44324, -0.76628], [-0.66304, 1.22733, 0.83744], [-0.22098, 1.90857, -0.74432], [1.09491, 3.01277, 1.11077], [2.16225, 2.10345, 0.01502], [1.71772, 1.41720, 1.58792], [-2.05886, -2.29845, 0.62999], [-2.75093, -2.23459, 0.89189]],
  "forces_ev_per_a": [[0.0, 0.2, 0.0], [0.0, -0.3, -0.2], [0.0, -0.1, 0.0], [0.0, 0.2, 0.1], [0.0, 0.0, 0.0], [-0.1, 0.0, 0.0], [0.1, 0.2, 0.1], [0.1, -0.1, 0.0], [0.2, -0.1, -0.1], [0.1, -0.1, 0.1], [0.0, -0.1, -0.1], [-0.1, 0.0, 0.1], [0.0, 0.1, -0.1], [-0.1, 0.0, 0.1], [-0.1, 0.0, 0.0]],
  "lowdin_charge": [-0.006, -0.276, -0.113, -0.272, -0.077, 0.061, 0.046, 0.107, 0.121, 0.122, 0.076, 0.080, 0.080, 0.007, 0.044],
  "gap_ha": 0.365,
  "spin_multiplicity": 1,
  "relative_energy_ev": 2.115,
  "smiles": "C=COCC.[H][H]",
  "energy_ha": -233.5672
}

=====

{
  "formula": "C12H18ClF",
  "method": "ωB97M-V with the def2-TZVPD basis set",
  "symbols": ["C", "C", "C", "C", "C", "C", "C", "C", "C", "C", "C", "C", "F", "Cl", "H", "H", "H", "H", "H", "H", "H", "H", "H", "H", "H", "H", "H", "H", "H", "H", "H", "H"],
  "xyz": [[2.17769, -0.01029, 1.25380], [1.18123, -1.18629, 1.20512], [0.33141, 1.61505, 0.99694], [-1.90686, 0.37855, 1.41051], [1.55661, 1.03256, 0.22722], [-0.65710, 0.42604, 0.90937], [0.06632, -0.67191, 0.20664], [0.85699, 0.09476, -0.84846], [-4.64616, 1.31494, 0.20810], [-0.86230, -1.89792, -0.26785], [1.98373, -0.76557, -1.53247], [-0.02579, 0.81280, -1.89974], [-3.89187, 1.67865, -0.83962], [-4.95431, -0.31522, 0.15652], [2.32962, 0.43338, 2.24273], [3.22989, -0.34863, 1.07636], [1.78264, -1.97182, 0.85409], [0.88487, -1.47478, 2.13648], [0.55373, 1.89244, 1.94570], [-0.09819, 2.47455, 0.38282], [-2.51283, 1.19728, 1.88859], [-2.47774, -0.52281, 1.02558], [2.17447, 1.75731, -0.14314], [-1.28654, -2.27657, 0.62680], [-0.23288, -2.68492, -0.75872], [-1.69232, -1.37491, -0.76950], [1.76152, -0.73413, -2.65341], [1.72380, -1.76804, -1.30295], [2.98947, -0.40554, -1.29322], [0.70261, 1.47487, -2.42130], [-0.57506, 1.58594, -1.38640], [-0.46664, 0.24020, -2.63658]],
  "forces_ev_per_a": [[1.0, 0.9, -0.3], [0.7, 2.5, -2.2], [-1.2, -0.8, -4.5], [-0.4, -0.8, -1.5], [-2.3, -2.4, 1.7], [-0.8, 1.3, 1.6], [-0.5, -3.1, 0.2], [1.5, 0.0, 0.0], [0.7, 2.1, -0.5], [1.7, 2.4, 0.1], [-2.1, 1.3, -1.9], [3.5, 2.6, 2.0], [-0.8, -0.8, 0.8], [-0.2, -1.3, -0.5], [-0.6, 0.2, 0.0], [-0.8, 0.2, -0.6], [0.1, -1.5, -1.1], [-1.4, -0.6, 2.5], [0.6, 1.0, 2.9], [0.5, -0.8, 1.1], [1.1, -0.9, -0.4], [0.5, 1.1, 1.2], [1.8, 1.8, -1.0], [-0.3, -0.8, 0.9], [-1.0, 0.8, 0.0], [0.3, -0.9, -0.8], [0.8, 0.2, 1.3], [0.8, -1.2, 0.5], [-0.2, -0.5, -0.1], [-0.2, -0.5, -0.2], [-1.3, -0.3, -0.1], [-1.4, -1.4, -1.1]],
  "lowdin_charge": [-0.123, -0.095, -0.071, 0.030, -0.195, -0.251, -0.393, -0.422, -0.535, 0.007, -0.008, -0.007, -0.097, 0.678, 0.103, 0.112, 0.091, 0.088, 0.075, 0.137, 0.075, 0.016, 0.106, 0.053, 0.095, 0.075, 0.100, 0.048, 0.087, 0.099, 0.065, 0.058],
  "gap_ha": 0.317,
  "spin_multiplicity": 1,
  "relative_energy_ev": 0.000,
  "energy_ha": -1027.9238
}